Entry 1:
Molecular formula: C2H6N2
Method: DFT, ωB97M-V with the def2-TZVPD basis set

As for the molecular weight: 58.1 g mol⁻¹. The charge is +1. The spin multiplicity is 2. As for the energy: -5139.2441 eV. The orbital gap (alpha / beta) comes out at 10.99 / 8.88 eV. The calculation puts the LUMO energy (alpha / beta) at -6.10 / -8.25 eV.

The geometry in XYZ format:
```
10
Properties=species:S:1:pos:R:3:forces:R:3
C -1.257525 -0.867950 0.316658 -0.55 -0.44 0.51
N 0.146707 -0.681998 0.579860 -0.14 0.89 -1.09
C 0.708227 0.465205 0.222289 -3.18 1.50 2.73
N 0.617411 1.200140 -0.937063 0.89 -2.14 0.34
H -1.848970 -0.045900 0.725731 0.03 0.05 0.05
H -1.462386 -0.885857 -0.763580 0.34 0.01 -0.11
H -1.604660 -1.816146 0.712238 0.13 -0.06 0.05
H 1.128609 1.096168 1.013001 0.97 -0.76 0.07
H 1.407224 0.344711 -0.865794 1.44 1.18 -2.66
H -0.037998 0.807879 -1.629227 0.07 -0.21 0.10
```
Positions in Å, forces in eV/Å.

Results of the Löwdin charge analysis, in e, for atoms 1 through 4: -0.033, 0.173, -0.217, 0.222


Entry 2:
Molecular formula: C3H6N2O2
Method: DFT, ωB97M-V with the def2-TZVPD basis set

As for the molecular weight: 102.1 g mol⁻¹. The charge is 0. The spin multiplicity is 1. As for the energy: -10279.3754 eV. The orbital gap comes out at 10.14 eV. The calculation puts the LUMO energy at 0.59 eV.

The geometry in XYZ format:
```
13
Properties=species:S:1:pos:R:3:forces:R:3
C 0.443531 0.955129 -0.746786 0.08 0.14 -0.05
O -0.882145 0.777125 -0.256100 -0.07 -0.03 0.04
C -1.132062 -0.406389 0.378216 -0.23 -0.25 0.08
N -2.275096 -0.887130 0.586511 0.28 0.23 -0.10
N 0.058219 -1.057234 0.757878 0.01 -0.02 -0.06
C 1.179786 -0.247988 0.674551 -0.13 0.17 0.12
O 2.303095 -0.728711 0.189555 0.03 -0.04 0.04
H 0.459765 0.742427 -1.827183 0.05 -0.02 0.13
H 1.640003 0.093083 -0.543600 0.04 0.07 -0.19
H 0.745801 1.985848 -0.554019 -0.03 -0.14 -0.01
H -2.981055 -0.304200 0.139873 0.03 -0.05 0.03
H 0.193288 -1.974278 0.345216 -0.06 0.09 0.04
H 1.193771 0.566189 1.413618 0.01 -0.13 -0.08
```
Positions in Å, forces in eV/Å.

Results of the Löwdin charge analysis, in e, for atoms 1 through 4: -0.078, -0.041, -0.492, 0.167


Entry 3:
Molecular formula: C27H79Cl2HfN12O5P4
Method: DFT, ωB97M-V with the def2-TZVPD basis set

As for the molecular weight: 1025.3 g mol⁻¹. The charge is +3. The spin multiplicity is 1. As for the energy: -120866.9318 eV. The orbital gap comes out at 0.95 eV. The calculation puts the LUMO energy at -11.86 eV.

The geometry in XYZ format:
```
130
Properties=species:S:1:pos:R:3:forces:R:3
Hf 5.193473 -3.347354 -1.531462 -0.20 0.29 0.14
C 1.319524 1.407506 0.762532 1.20 -1.30 -1.35
O 2.129731 0.340783 0.264174 -1.72 2.15 0.99
H 1.252101 2.318136 0.167300 0.56 -0.13 -0.46
H 0.286983 1.140818 0.987962 -0.30 -0.85 0.10
H 1.666284 1.706564 1.751690 0.49 -0.14 0.60
O 7.975559 1.845429 -1.045861 0.32 2.49 -0.26
P 8.229657 3.330961 -0.933416 -0.01 0.85 -0.79
N 9.577959 3.975978 -1.751861 -0.43 -0.57 1.02
C 10.790547 3.154442 -1.903945 -0.56 0.10 -1.70
C 9.764132 5.434834 -1.941119 0.01 -0.27 -0.17
N 8.507625 3.876443 0.610829 0.25 1.25 1.55
C 7.424024 3.805901 1.632381 0.19 -1.31 -0.52
C 9.852935 4.065255 1.237837 0.45 -0.48 -0.27
N 6.944247 4.398719 -1.564498 1.61 -1.02 0.25
C 6.743581 4.167734 -2.989496 -0.37 -0.25 -0.93
C 6.881083 5.815086 -1.142840 0.24 -0.70 0.62
H 10.581799 2.085198 -1.868697 -0.42 0.14 -0.13
H 11.672800 3.280294 -1.276345 -0.26 0.79 0.47
H 11.023101 3.454510 -2.925687 1.01 -0.72 -0.11
H 9.057331 5.975127 -2.570893 -0.71 -0.74 0.05
H 10.650444 5.641261 -2.541079 0.55 -0.41 0.63
H 9.757407 5.954260 -0.982868 0.44 0.09 0.01
H 7.693684 4.233401 2.598100 0.34 0.02 -0.30
H 6.444668 4.197676 1.357650 0.27 0.39 -0.55
H 7.273080 2.730171 1.722370 -0.31 -0.12 0.72
H 9.913828 4.896152 1.940676 -0.58 0.30 -0.29
H 10.232435 3.227210 1.822464 -0.80 -0.62 0.24
H 10.708527 4.156370 0.568684 -0.62 0.45 -0.67
H 6.758128 3.120132 -3.290194 -0.05 -0.23 0.65
H 5.797103 4.550574 -3.371213 -0.27 0.17 0.49
H 7.479763 4.600994 -3.666566 0.48 0.49 0.30
H 5.834604 6.107597 -1.056806 0.07 0.11 0.05
H 7.435693 6.542757 -1.735290 -0.34 -0.24 -0.67
H 7.411945 5.888432 -0.193680 -0.51 0.00 0.29
O -9.153174 5.681290 -0.604383 1.94 0.39 1.81
P -7.938887 5.799785 0.276487 -0.86 -0.98 -0.81
N -7.532335 4.235856 0.997102 -0.77 1.72 0.09
C -8.618313 3.540787 1.659090 -0.35 -0.77 -0.55
C -6.214804 3.935698 1.432563 0.68 -0.98 -0.49
N -8.090205 6.791480 1.646289 -1.24 0.07 -1.80
C -7.216155 6.712739 2.787518 0.48 0.24 -0.27
C -9.308538 7.657610 1.844896 0.42 -0.86 -0.47
N -6.503624 6.170101 -0.525704 0.60 -0.32 0.39
C -5.933604 7.499572 -0.414638 -0.30 0.34 0.50
C -6.007395 5.307021 -1.610370 -1.20 -1.39 0.46
H -9.271717 3.220304 0.847628 -0.42 -0.07 0.24
H -9.217989 4.076985 2.394618 0.07 0.66 -0.10
H -8.277576 2.658491 2.200892 0.35 0.03 -0.24
H -5.508914 4.163200 0.633772 0.16 0.41 0.38
H -6.145942 2.856656 1.570439 -0.04 -0.11 0.19
H -5.929326 4.395933 2.378488 0.10 0.17 0.10
H -6.196032 6.495526 2.470892 -0.04 -0.20 0.08
H -7.161628 7.696286 3.254170 -0.19 -0.06 0.22
H -7.576018 5.963936 3.493138 0.09 0.01 0.29
H -8.953011 8.673819 2.015220 -0.16 -0.04 0.36
H -9.992436 7.675584 0.996327 0.52 -0.24 -0.33
H -9.913167 7.236856 2.648315 0.24 0.32 0.42
H -6.365820 8.161590 -1.164984 0.06 0.24 0.04
H -6.154655 7.840605 0.596767 -0.04 0.48 -0.28
H -4.847347 7.532485 -0.498672 0.01 -0.43 -0.22
H -4.948688 5.287391 -1.868931 -0.01 1.29 0.16
H -6.679903 5.339753 -2.467551 0.34 0.40 -0.30
H -6.096179 4.269927 -1.286848 -0.47 -0.27 0.19
O -0.582925 -3.359564 -4.429755 -2.54 0.91 -2.18
P -1.717979 -3.354410 -5.451673 0.39 -2.03 -0.06
N -3.308245 -3.318444 -4.712255 0.34 -1.19 -1.41
C -3.479499 -2.967156 -3.366484 0.96 1.17 2.33
C -4.525635 -2.883745 -5.399205 0.57 0.51 -1.05
N -1.690616 -4.812373 -6.383692 -0.38 1.29 0.58
C -0.407707 -5.097596 -7.128115 -0.87 -0.14 1.73
C -2.860798 -5.604899 -6.894039 0.76 0.73 0.02
N -1.777463 -2.049222 -6.578860 0.06 -0.07 -0.26
C -1.576617 -0.672137 -6.055282 -0.07 -1.63 0.54
C -2.601625 -2.000534 -7.816816 0.41 -0.58 0.07
H -3.409581 -1.884712 -3.259177 -0.08 0.72 -0.03
H -2.709096 -3.283604 -2.663318 0.08 -0.62 -0.39
H -4.463180 -3.163798 -2.940106 -0.06 -0.62 -0.36
H -5.432536 -3.221729 -4.897810 0.25 -0.11 0.10
H -4.603389 -3.119800 -6.460484 0.29 -0.48 0.17
H -4.477930 -1.795007 -5.377309 -0.54 0.41 0.08
H -0.341838 -6.185163 -7.096957 0.13 0.03 -0.67
H -0.337785 -4.651861 -8.120352 -0.17 -0.18 -0.03
H 0.413497 -4.771284 -6.489959 0.02 0.32 -0.18
H -3.718181 -5.780674 -6.244343 0.28 0.75 0.52
H -3.199569 -5.100591 -7.799033 -0.26 -0.58 -0.29
H -2.511431 -6.621000 -7.077308 0.20 0.18 -0.42
H -0.583907 -0.573458 -5.616081 0.08 0.19 -0.35
H -1.803660 0.028286 -6.859001 0.17 0.11 0.43
H -2.269894 -0.649307 -5.214493 -0.28 1.04 0.09
H -2.956520 -2.975866 -8.149788 -0.02 -0.01 0.38
H -2.047858 -1.613083 -8.672003 0.59 0.04 0.16
H -3.433293 -1.300534 -7.736618 -0.28 -0.16 0.43
O 1.589428 -6.472179 1.940053 0.20 -0.67 -0.31
P 0.873809 -7.282643 2.935988 -1.84 0.52 2.19
N 0.137487 -6.276010 4.204221 -0.12 -0.66 0.02
C -1.189924 -5.535650 4.112324 0.97 -1.21 -0.23
C 1.088637 -5.644145 5.166369 -0.83 -0.51 -0.72
N 1.825645 -8.419040 3.794920 -0.42 1.14 -0.56
C 3.122317 -8.878935 3.220094 -0.90 -0.16 0.73
C 1.340883 -9.187309 4.971018 1.60 0.46 -0.69
N -0.412704 -8.227305 2.330245 -0.40 1.19 -1.45
C -1.333986 -8.952518 3.198358 1.16 -0.45 0.50
C -0.698728 -8.401337 0.844500 1.11 0.22 1.44
H -1.207024 -4.567226 3.612352 0.59 -0.16 -0.77
H -1.568808 -5.228419 5.087086 0.29 -0.75 0.43
H -1.881360 -6.244350 3.656514 -0.21 0.40 -0.06
H 1.402903 -4.737966 4.648509 0.84 0.07 0.54
H 1.855416 -6.355417 5.473343 0.47 0.27 -0.64
H 0.630692 -5.396295 6.123953 -0.58 0.15 -0.24
H 3.808295 -9.058911 4.047839 0.07 0.20 0.14
H 2.954508 -9.864392 2.785571 0.22 0.05 -0.52
H 3.585935 -8.155474 2.549446 -0.46 -0.14 -0.08
H 0.741464 -10.071379 4.753733 -0.27 0.18 -0.27
H 2.297988 -9.560662 5.335253 -0.32 -0.17 0.76
H 0.875530 -8.527804 5.703546 -0.13 -0.13 -0.11
H -1.132240 -10.007569 3.013252 -0.22 -0.32 0.27
H -1.087622 -8.708648 4.231770 -0.09 -0.13 -0.03
H -2.412570 -8.824503 3.106756 0.02 0.61 -0.67
H 0.055180 -7.927232 0.216052 -0.04 0.46 0.41
H -1.683782 -7.982397 0.638934 -0.02 -0.33 -0.14
H -0.574931 -9.458155 0.608041 -0.65 -0.15 0.07
Cl 3.259617 3.179198 9.611979 -0.45 -0.17 -0.09
C 1.490268 2.797650 9.423951 0.77 0.90 -0.48
C 1.174134 2.603781 7.926970 0.87 -0.17 2.03
Cl -0.612639 2.655257 7.911092 0.28 -0.36 -0.78
H 0.944962 3.666585 9.792318 0.10 -0.34 0.34
H 1.327313 1.872250 9.976382 -0.27 0.36 0.03
H 1.663287 1.640490 7.782405 -0.79 -0.23 -1.07
H 1.653480 3.365313 7.311818 -0.50 0.01 0.01
```
Positions in Å, forces in eV/Å.

Results of the Löwdin charge analysis, in e, for atoms 1 through 4: 1.015, -0.176, -0.091, 0.073


Entry 4:
Molecular formula: C4H10NS2
Method: DFT, ωB97M-V with the def2-TZVPD basis set

As for the molecular weight: 136.3 g mol⁻¹. The charge is +1. The spin multiplicity is 1. As for the energy: -27460.3312 eV. The orbital gap comes out at 7.44 eV. The calculation puts the LUMO energy at -5.62 eV.

The geometry in XYZ format:
```
17
Properties=species:S:1:pos:R:3:forces:R:3
C -2.533097 1.004634 -0.556102 0.81 -1.34 0.52
C -2.061480 -1.215812 0.184526 -3.79 2.15 2.93
C 1.933914 1.852315 -0.265402 -1.15 -1.74 0.88
C 1.613472 -0.778506 0.381772 1.76 1.74 -2.03
N -1.713091 0.104536 -0.150149 0.80 3.40 -2.45
S 3.399221 -0.776972 -0.168390 -0.36 -0.05 0.61
S 0.828393 0.905310 0.455944 1.46 0.52 -0.22
H -2.305252 1.990125 -0.939664 1.16 0.13 0.28
H -3.594925 0.912562 -0.581578 -1.06 -0.89 0.14
H -3.010406 -1.037373 0.816668 0.59 -1.13 -1.10
H -1.421686 -1.498148 0.957888 1.52 -1.43 0.63
H -2.251851 -1.837542 -0.635981 0.10 -1.07 -0.99
H 2.819076 1.517528 -0.745861 0.60 -0.41 -0.32
H 1.739775 2.871248 -0.259340 -0.49 1.84 -0.07
H 1.248619 -1.199045 -0.517050 -1.43 -0.77 -0.35
H 1.341706 -1.230378 1.278297 -0.20 -1.10 1.35
H 3.967617 -1.584483 0.744414 -0.33 0.16 0.19
```
Positions in Å, forces in eV/Å.

Results of the Löwdin charge analysis, in e, for atoms 1 through 4: 0.002, -0.119, -0.228, -0.664


Entry 5:
Molecular formula: C5H15NO3
Method: DFT, ωB97M-V with the def2-TZVPD basis set

As for the molecular weight: 137.2 g mol⁻¹. The charge is 0. The spin multiplicity is 1. As for the energy: -13059.2910 eV. The orbital gap comes out at 9.37 eV. The SMILES is NCC(O)O.C=CC.O. The calculation puts the LUMO energy at 0.54 eV.

The geometry in XYZ format:
```
24
Properties=species:S:1:pos:R:3:forces:R:3
N 3.268726 -0.088734 1.659542 0.11 0.05 -0.03
C 2.050815 -0.200335 0.874096 0.08 0.08 -0.32
C 2.206626 0.215259 -0.603797 -0.03 0.06 0.46
O 3.202967 -0.544800 -1.234190 -0.06 -0.07 -0.07
O 1.007887 0.043529 -1.309812 -0.10 0.04 -0.06
H 3.554722 0.883348 1.723231 0.02 -0.09 0.01
H 4.015743 -0.584742 1.182001 -0.04 0.08 0.05
H 1.715085 -1.242416 0.896736 -0.06 0.03 -0.05
H 1.273378 0.414748 1.333351 -0.03 -0.04 -0.04
H 2.558439 1.258284 -0.653791 -0.05 -0.11 0.00
H 2.786798 -1.370327 -1.513682 0.01 0.03 0.02
H 0.333924 0.659531 -0.951985 0.19 -0.05 0.04
C -2.012409 -0.749116 0.918014 -0.91 -1.65 -1.08
C -2.244700 -0.654578 -0.419458 0.03 0.04 1.28
C -3.480016 -0.075078 -1.009413 -0.05 -0.10 0.03
H -1.204156 -1.369331 1.276916 0.42 0.32 0.02
H -2.830449 -0.622987 1.616148 -0.05 0.41 0.05
H -1.459007 -0.924116 -1.114368 0.08 -0.15 0.01
H -4.028062 -0.870159 -1.520770 -0.01 0.02 -0.09
H -3.237492 0.689587 -1.745970 0.00 0.01 -0.01
H -4.134997 0.343631 -0.246955 0.01 0.03 0.02
O -0.910123 1.547900 -0.011564 -0.73 -1.70 1.54
H -1.065071 2.478653 0.183020 -0.13 -0.29 0.39
H -1.368628 0.762250 0.672699 1.32 3.05 -2.18
```
Positions in Å, forces in eV/Å.

Results of the Löwdin charge analysis, in e, for atoms 1 through 4: -0.001, -0.236, -0.485, -0.004


Entry 6:
Molecular formula: H8O4
Method: DFT, ωB97M-V with the def2-TZVPD basis set

As for the molecular weight: 72.1 g mol⁻¹. The charge is 0. The spin multiplicity is 1. As for the energy: -8319.7690 eV. The orbital gap comes out at 11.12 eV. The SMILES is O.O.O.O. The calculation puts the LUMO energy at 0.06 eV.

The geometry in XYZ format:
```
12
Properties=species:S:1:pos:R:3:forces:R:3
O -2.579531 0.686766 -0.784282 1.19 0.15 0.93
H -1.814121 0.972285 -0.223052 -0.71 -0.64 -0.92
H -3.094185 1.485383 -0.789351 -0.68 0.43 -0.28
O -0.250232 1.160758 0.695234 -0.91 0.50 0.60
H -0.581266 1.592818 1.496798 -0.08 -0.19 -0.18
H 0.680101 1.122164 0.842302 1.29 0.01 -0.11
O 3.023244 -1.068852 -0.294068 1.78 0.12 -1.19
H 2.983062 -0.702244 0.563462 -0.19 0.39 1.38
H 2.177466 -1.411363 -0.508996 -1.56 -0.51 -0.14
O 0.184224 -1.431804 -0.378873 0.55 1.24 0.62
H -0.633024 -1.850900 -0.590243 -0.88 -0.60 -0.36
H -0.095740 -0.555011 -0.028931 0.18 -0.88 -0.35
```
Positions in Å, forces in eV/Å.

Results of the Löwdin charge analysis, in e, for atoms 1 through 4: -0.069, -0.002, 0.020, -0.034


Number 1: strongest force on any atom 4.451 eV Å⁻¹. Number 2: strongest force on any atom 0.380 eV Å⁻¹. Number 3: strongest force on any atom 3.474 eV Å⁻¹. Number 4: strongest force on any atom 5.251 eV Å⁻¹. Number 5: strongest force on any atom 3.972 eV Å⁻¹. Number 6: strongest force on any atom 2.145 eV Å⁻¹.